Entry 1:
{
  "formula": "C38H46ClN5O2Si2W",
  "method": "ωB97M-V/def2-TZVPD",
  "e_homo_ev": [-13.27, -13.69],
  "homo_lumo_gap_ev": [6.86, 7.03],
  "e_lumo_ev": [-6.41, -6.66],
  "charge": 2,
  "spin_multiplicity": 3,
  "species": ["W", "Cl", "C", "C", "C", "C", "O", "C", "C", "N", "C", "C", "C", "C", "C", "C", "C", "C", "N", "C", "C", "H", "H", "H", "H", "H", "H", "H", "H", "H", "H", "C", "Si", "C", "C", "C", "C", "C", "C", "C", "C", "N", "Si", "C", "C", "C", "H", "H", "H", "H", "H", "H", "H", "H", "H", "H", "H", "H", "H", "H", "H", "H", "H", "H", "H", "H", "H", "H", "C", "C", "N", "C", "C", "C", "O", "C", "C", "C", "C", "N", "C", "H", "H", "H", "H", "H", "H", "H", "H", "H", "H", "H", "H", "H", "H"],
  "coordinates": [[0.253, 0.026, 0.685], [-5.103, 4.878, 2.224], [-3.689, 3.925, 1.998], [-2.469, 4.351, 2.543], [-1.325, 3.605, 2.368], [-1.369, 2.409, 1.654], [-0.240, 1.716, 1.497], [-2.587, 1.969, 1.108], [-2.724, 0.762, 0.369], [-1.795, -0.121, 0.115], [-2.142, -1.262, -0.679], [-3.411, -1.731, -0.896], [-3.632, -2.828, -1.751], [-2.589, -3.435, -2.390], [-1.267, -2.992, -2.158], [-0.143, -3.558, -2.800], [1.101, -3.066, -2.528], [1.236, -2.051, -1.573], [0.218, -1.506, -0.931], [-1.046, -1.931, -1.260], [-3.748, 2.755, 1.288], [-2.438, 5.275, 3.105], [-0.381, 3.928, 2.785], [-3.715, 0.583, -0.038], [-4.268, -1.286, -0.409], [-4.644, -3.176, -1.905], [-2.757, -4.259, -3.070], [-0.284, -4.364, -3.509], [1.986, -3.451, -3.013], [2.221, -1.692, -1.321], [-4.690, 2.426, 0.867], [-1.371, -0.075, 4.017], [-0.815, -1.737, 3.352], [-0.444, -2.847, 4.808], [-2.218, -2.526, 2.392], [0.714, -1.449, 2.201], [1.753, -0.523, 2.764], [2.321, -0.432, 4.029], [3.262, 0.556, 4.262], [3.601, 1.457, 3.253], [2.974, 1.343, 2.035], [2.095, 0.362, 1.802], [1.674, -3.077, 1.820], [3.229, -2.622, 0.842], [2.365, -3.880, 3.358], [0.590, -4.337, 0.968], [-2.037, -0.240, 4.868], [-1.934, 0.508, 3.286], [-0.541, 0.541, 4.371], [-1.287, -2.741, 5.497], [0.462, -2.606, 5.363], [-0.396, -3.897, 4.520], [-2.799, -3.151, 3.074], [-1.881, -3.166, 1.575], [-2.901, -1.780, 1.985], [2.032, -1.121, 4.810], [3.729, 0.636, 5.234], [4.327, 2.239, 3.424], [3.160, 2.036, 1.223], [4.086, -2.704, 1.514], [3.243, -1.604, 0.448], [3.408, -3.317, 0.018], [2.959, -3.196, 3.966], [3.050, -4.658, 3.006], [1.631, -4.365, 3.996], [0.012, -3.964, 0.124], [-0.111, -4.768, 1.687], [1.219, -5.156, 0.608], [5.912, 1.039, 0.113], [5.527, 1.893, -1.087], [5.405, 1.116, -2.315], [6.636, 0.557, -2.895], [6.702, -0.957, -2.767], [4.288, 1.016, -3.059], [4.242, 0.519, -4.171], [2.963, 1.481, -2.493], [2.151, 2.318, -3.255], [0.863, 2.583, -2.823], [0.393, 1.951, -1.690], [1.162, 1.119, -0.972], [2.434, 0.919, -1.351], [6.004, 1.659, 1.006], [6.873, 0.550, -0.046], [5.172, 0.258, 0.305], [6.284, 2.664, -1.247], [4.590, 2.419, -0.906], [7.473, 1.029, -2.381], [6.679, 0.847, -3.944], [6.665, -1.269, -1.722], [7.632, -1.328, -3.198], [5.876, -1.418, -3.307], [2.535, 2.733, -4.178], [0.210, 3.245, -3.374], [-0.622, 2.099, -1.345], [3.024, 0.263, -0.722]]
}

=====

Entry 2:
{
  "formula": "C38H46N9O5S2Sn",
  "method": "ωB97M-V/def2-TZVPD",
  "e_homo_ev": -14.94,
  "homo_lumo_gap_ev": 7.95,
  "e_lumo_ev": -6.98,
  "charge": 3,
  "species": ["Sn", "C", "N", "C", "C", "O", "C", "O", "C", "C", "O", "N", "C", "C", "H", "H", "H", "H", "H", "H", "H", "H", "H", "H", "H", "H", "H", "H", "H", "H", "N", "C", "N", "C", "C", "S", "C", "C", "S", "C", "N", "N", "H", "H", "H", "H", "H", "H", "O", "C", "N", "C", "C", "O", "N", "C", "C", "C", "C", "C", "C", "C", "C", "C", "C", "C", "C", "H", "H", "H", "H", "H", "H", "H", "H", "H", "H", "H", "C", "N", "C", "C", "C", "C", "C", "C", "C", "C", "H", "H", "H", "H", "H", "H", "H", "H", "H", "H", "H", "H", "H"],
  "coordinates": [[-0.804, 0.024, -1.357], [-4.134, 1.140, 1.835], [-3.192, 0.043, 2.094], [-3.074, -0.377, 3.495], [-2.465, -0.459, 1.127], [-2.604, -0.106, -0.075], [-1.383, -1.482, 1.450], [-0.721, -1.914, 0.255], [-1.138, -3.176, -0.271], [-2.036, -3.024, -1.500], [-2.209, -1.893, -1.995], [-2.599, -4.104, -2.009], [-2.408, -5.459, -1.490], [-3.470, -4.015, -3.183], [-5.155, 0.761, 1.832], [-3.904, 1.605, 0.883], [-4.029, 1.870, 2.636], [-4.048, -0.265, 3.965], [-2.349, 0.248, 4.019], [-2.779, -1.419, 3.578], [-1.789, -2.335, 1.993], [-0.639, -1.013, 2.092], [-1.658, -3.746, 0.498], [-0.238, -3.727, -0.550], [-1.624, -5.505, -0.742], [-2.129, -6.113, -2.315], [-3.339, -5.827, -1.058], [-3.740, -2.980, -3.367], [-4.369, -4.601, -2.997], [-2.959, -4.423, -4.055], [-4.119, 0.055, -2.512], [-3.274, 0.902, -3.104], [-1.996, 1.094, -2.764], [-1.422, 2.127, -3.517], [-2.225, 2.617, -4.475], [-3.775, 1.872, -4.427], [-0.112, 2.640, -3.138], [0.465, 3.753, -3.636], [1.882, 4.123, -2.751], [1.606, 2.751, -1.751], [0.544, 2.040, -2.073], [2.500, 2.459, -0.758], [-3.882, -0.346, -1.617], [-5.078, 0.021, -2.814], [-2.011, 3.390, -5.192], [0.139, 4.378, -4.451], [3.127, 3.210, -0.507], [2.131, 1.992, 0.057], [-1.625, 2.400, -0.145], [-0.810, 2.008, 0.673], [-0.498, 2.497, 1.882], [0.695, 1.872, 2.442], [0.907, 0.730, 1.412], [1.802, -0.091, 1.429], [-0.023, 0.871, 0.417], [0.474, 1.382, 3.865], [0.176, 2.346, 4.828], [-0.030, 1.984, 6.148], [0.072, 0.650, 6.526], [0.373, -0.312, 5.577], [0.572, 0.050, 4.248], [1.920, 2.791, 2.326], [3.118, 2.391, 2.913], [4.251, 3.179, 2.784], [4.198, 4.372, 2.070], [3.007, 4.769, 1.482], [1.872, 3.974, 1.597], [-0.886, 3.359, 2.232], [0.120, 3.393, 4.548], [-0.252, 2.742, 6.886], [-0.064, 0.369, 7.562], [0.476, -1.349, 5.872], [0.852, -0.713, 3.534], [3.163, 1.463, 3.470], [5.176, 2.869, 3.252], [5.080, 4.992, 1.983], [2.954, 5.706, 0.942], [0.954, 4.296, 1.121], [4.581, -1.252, -0.181], [3.472, -1.824, -1.003], [2.660, -2.793, -0.210], [2.623, -0.737, -1.617], [1.753, -1.278, -2.712], [2.369, -2.003, -3.735], [1.648, -2.546, -4.780], [0.283, -2.329, -4.838], [-0.349, -1.589, -3.848], [0.372, -1.065, -2.770], [5.214, -2.063, 0.168], [4.141, -0.732, 0.668], [5.160, -0.564, -0.791], [3.886, -2.349, -1.773], [2.229, -2.265, 0.635], [3.308, -3.598, 0.127], [1.876, -3.186, -0.852], [3.310, 0.021, -1.987], [2.026, -0.309, -0.817], [3.448, -2.132, -3.733], [2.150, -3.118, -5.549], [-0.293, -2.707, -5.673], [-1.400, -1.380, -3.965]]
}

=====

no.,M (g mol⁻¹),calculated total energy (eV)
1,880.3,-81793.171
2,891.7,-91283.711